# 1
{
  "formula": "C4H10FN",
  "method": "ωB97M-V/def2-TZVPD",
  "gap_ev": 9.82,
  "energy_ha": -312.85154,
  "de_lowest_kj_mol": 439.5,
  "symbols": ["C", "C", "C", "C", "N", "F", "H", "H", "H", "H", "H", "H", "H", "H", "H", "H"],
  "xyz": [[1.4815, -0.7410, -0.3849], [-0.9935, -0.4042, -1.1163], [0.0028, 1.7848, 1.0525], [-0.0035, -0.8037, 0.0805], [-0.3234, -0.1198, 1.3092], [-1.6593, -0.3763, 1.3959], [1.4098, -1.3581, -1.3432], [1.6844, 0.2362, -0.7279], [2.0908, -1.1457, 0.4263], [-0.7822, 0.5114, -1.4201], [-1.9772, -0.6182, -0.7799], [-0.8365, -1.0754, -1.9392], [-0.1852, 2.0064, 0.0403], [-0.6886, 2.0178, 1.6963], [0.9470, 1.9863, 1.4785], [-0.1668, -1.9005, 0.2320]],
  "atomic_forces_ev_per_a": [[-2.493, -1.416, -0.509], [1.094, -4.659, 2.504], [1.379, -5.375, -1.621], [-0.085, -0.969, -2.374], [3.222, 2.782, -0.595], [-1.911, 0.680, 0.811], [0.806, 0.402, 1.468], [0.826, 1.255, 0.042], [0.409, 0.199, -0.579], [0.414, 4.363, -1.322], [-0.962, 0.526, 0.132], [0.346, -0.417, -0.493], [-0.030, 0.339, -0.954], [-4.031, 1.729, 3.162], [1.210, -0.199, -0.044], [-0.194, 0.760, 0.375]],
  "lowdin_charge": [-0.05, -0.04, 0.14, -0.45, -0.05, -0.10, 0.10, 0.04, 0.08, 0.01, 0.06, 0.07, 0.03, -0.02, 0.04, 0.13]
}



# 2
{
  "formula": "C26H31AsMnN2O4",
  "method": "ωB97M-V/def2-TZVPD",
  "gap_ev": [9.69, 9.50],
  "total_charge": 2,
  "energy_ha": -4806.17818,
  "de_lowest_kj_mol": 1.1,
  "spin_multiplicity": 6,
  "symbols": ["Mn", "C", "N", "C", "C", "O", "C", "O", "C", "C", "O", "N", "C", "C", "H", "H", "H", "H", "H", "H", "H", "H", "H", "H", "H", "H", "H", "H", "H", "H", "O", "As", "C", "C", "C", "C", "C", "C", "C", "C", "C", "C", "C", "C", "C", "C", "C", "C", "C", "C", "H", "H", "H", "H", "H", "H", "H", "H", "H", "H", "H", "H", "H", "H", "H"],
  "xyz": [[0.6741, 0.4665, 0.2944], [2.0580, 5.0433, -0.3074], [2.9674, 3.9825, 0.1313], [4.3703, 4.3735, 0.2812], [2.5373, 2.7509, 0.3055], [1.3339, 2.4285, 0.1625], [3.5503, 1.6870, 0.7129], [2.9135, 0.4171, 0.6319], [3.3297, -0.5679, 1.5710], [2.1166, -0.9864, 2.4045], [0.9869, -0.5389, 2.0958], [2.2947, -1.8062, 3.4198], [3.5900, -2.3654, 3.8042], [1.1623, -2.2159, 4.2526], [2.0410, 5.8332, 0.4420], [1.0610, 4.6417, -0.4407], [2.4176, 5.4543, -1.2501], [4.3996, 5.3985, 0.6425], [4.8890, 4.3267, -0.6768], [4.8868, 3.7530, 1.0078], [3.8746, 1.8879, 1.7379], [4.4200, 1.7038, 0.0546], [4.1222, -0.1795, 2.2103], [3.7169, -1.4277, 1.0214], [4.3297, -2.2527, 3.0185], [3.4648, -3.4295, 3.9959], [3.9513, -1.8878, 4.7151], [0.3022, -1.5938, 4.0347], [1.4420, -2.1062, 5.2991], [0.9207, -3.2606, 4.0575], [0.1666, -0.6699, -1.2745], [-1.5114, -0.8231, -1.4712], [-1.9946, -2.6497, -1.5803], [-3.2605, -2.9904, -2.0499], [-3.6186, -4.3280, -2.1011], [-2.7154, -5.3023, -1.6950], [-1.4521, -4.9522, -1.2376], [-1.0821, -3.6168, -1.1744], [-2.1512, -0.0352, 0.1555], [-1.8792, 1.3264, 0.3537], [-2.0925, 1.8904, 1.6065], [-2.5900, 1.1067, 2.6414], [-2.8783, -0.2345, 2.4325], [-2.6470, -0.8166, 1.1914], [-2.1416, 0.1978, -2.9376], [-3.3914, 0.8071, -2.8638], [-3.8663, 1.5045, -3.9650], [-3.0948, 1.5874, -5.1158], [-1.8474, 0.9783, -5.1792], [-1.3620, 0.2748, -4.0883], [-3.9534, -2.2274, -2.3851], [-4.5963, -4.6116, -2.4660], [-2.9966, -6.3457, -1.7448], [-0.7522, -5.7204, -0.9380], [-0.0963, -3.3243, -0.8367], [-1.5730, 1.9530, -0.4806], [-1.8997, 2.9433, 1.7653], [-2.7711, 1.5514, 3.6109], [-3.2840, -0.8321, 3.2380], [-2.8515, -1.8683, 1.0303], [-3.9880, 0.7431, -1.9611], [-4.8362, 1.9812, -3.9240], [-3.4689, 2.1306, -5.9733], [-1.2555, 1.0476, -6.0816], [-0.3919, -0.2048, -4.1303]],
  "atomic_forces_ev_per_a": [[-0.063, -0.053, -0.063], [0.004, 0.004, 0.011], [0.004, 0.000, -0.006], [-0.012, 0.002, -0.016], [0.023, 0.079, -0.024], [0.015, -0.097, 0.003], [-0.032, -0.048, -0.024], [0.026, 0.019, 0.091], [-0.053, 0.029, -0.035], [0.004, -0.029, 0.101], [0.046, 0.025, -0.131], [-0.007, 0.007, -0.027], [-0.024, -0.001, 0.015], [0.012, -0.005, 0.008], [-0.006, 0.000, -0.001], [0.001, -0.009, -0.004], [0.006, -0.001, 0.002], [0.001, 0.000, 0.006], [-0.005, -0.003, -0.003], [-0.005, -0.002, 0.006], [0.021, -0.002, 0.000], [0.009, 0.005, 0.002], [0.007, -0.006, 0.004], [0.022, 0.000, 0.000], [0.003, -0.003, -0.006], [0.003, -0.003, -0.005], [0.000, 0.006, -0.002], [0.000, 0.005, -0.002], [-0.003, 0.000, 0.000], [0.007, -0.001, -0.002], [-0.018, 0.132, 0.078], [0.040, 0.020, 0.009], [-0.032, 0.019, -0.009], [0.042, -0.018, 0.010], [-0.010, -0.001, -0.004], [-0.006, -0.011, -0.004], [0.039, 0.016, 0.013], [-0.055, -0.020, -0.009], [0.006, -0.053, 0.018], [-0.049, -0.019, 0.038], [-0.003, 0.015, -0.014], [-0.006, 0.000, 0.013], [-0.003, -0.021, -0.011], [0.005, 0.048, 0.010], [-0.001, -0.016, -0.019], [0.034, -0.004, -0.037], [-0.008, -0.004, 0.030], [0.009, 0.003, -0.019], [0.011, -0.007, -0.002], [-0.042, 0.019, 0.002], [-0.008, -0.008, -0.003], [0.002, 0.001, 0.000], [0.000, 0.002, 0.000], [-0.006, -0.005, -0.002], [0.012, -0.014, 0.002], [0.052, 0.000, 0.006], [0.000, -0.001, -0.005], [0.001, -0.002, -0.001], [0.002, 0.003, 0.001], [-0.006, -0.004, 0.013], [-0.015, 0.012, -0.004], [0.003, 0.000, -0.002], [-0.001, -0.001, 0.003], [-0.003, 0.002, 0.001], [0.006, 0.000, 0.000]],
  "mulliken_spin": [4.74, 0.00, 0.01, 0.00, 0.01, 0.04, 0.00, 0.04, -0.01, 0.01, 0.03, 0.01, 0.00, 0.00, 0.00, 0.00, 0.00, 0.00, 0.00, 0.00, 0.00, 0.00, 0.00, 0.00, 0.00, 0.00, 0.00, 0.00, 0.00, 0.00, 0.07, -0.03, 0.00, 0.00, 0.00, 0.00, 0.00, 0.00, -0.01, 0.08, -0.04, 0.01, 0.00, 0.04, 0.00, 0.00, 0.00, 0.00, 0.00, -0.01, 0.00, 0.00, 0.00, 0.00, 0.00, 0.00, 0.00, 0.00, 0.00, 0.00, 0.00, 0.00, 0.00, 0.00, 0.00]
}



# 3
{
  "formula": "C27H29N7O2S",
  "method": "ωB97M-V/def2-TZVPD",
  "gap_ev": 9.22,
  "energy_ha": -1978.25571,
  "smiles": "Cc1ccc(-c2nnn(CC(=O)N(Cc3cccs3)[C@H](C(=O)NC3CCCC3)c3ccncc3)n2)cc1",
  "de_lowest_kj_mol": 11.1,
  "symbols": ["C", "C", "C", "C", "C", "C", "C", "H", "H", "C", "N", "N", "N", "N", "C", "H", "H", "C", "O", "N", "C", "C", "C", "C", "C", "S", "H", "H", "H", "H", "H", "C", "C", "C", "C", "N", "C", "C", "H", "H", "H", "H", "C", "O", "N", "H", "C", "C", "H", "H", "C", "H", "H", "C", "H", "H", "C", "H", "H", "H", "H", "H", "H", "H", "H", "H"],
  "xyz": [[5.2832, 2.2817, 4.9462], [4.7609, 1.7859, 3.6335], [3.5251, 2.2096, 3.1559], [3.0472, 1.7711, 1.9379], [3.8054, 0.8899, 1.1707], [5.0458, 0.4622, 1.6384], [5.5129, 0.9095, 2.8569], [6.4752, 0.5742, 3.2168], [5.6229, -0.2214, 1.0354], [3.2998, 0.3866, -0.0850], [2.1198, 0.6988, -0.6160], [2.0907, -0.0390, -1.7038], [3.1730, -0.7621, -1.8580], [3.9418, -0.5126, -0.8627], [1.0108, -0.0165, -2.6411], [1.1251, 0.8400, -3.3159], [1.0545, -0.9347, -3.2322], [-0.3414, 0.1698, -1.9458], [-1.0656, 1.0884, -2.2906], [-0.6619, -0.6885, -0.9615], [0.0045, -1.9524, -0.6992], [0.9733, -1.9137, 0.4447], [2.1661, -2.5637, 0.5253], [2.8334, -2.3453, 1.7519], [2.1364, -1.5372, 2.5867], [0.6452, -1.0305, 1.9029], [2.4057, -1.1899, 3.5639], [3.7950, -2.7625, 1.9869], [2.5690, -3.1672, -0.2687], [0.5350, -2.2954, -1.5909], [-0.7838, -2.6881, -0.4898], [-1.8719, -0.4477, -0.1717], [-2.0067, 0.9757, 0.3106], [-0.8976, 1.7805, 0.5448], [-1.0998, 3.0576, 1.0424], [-2.2905, 3.5564, 1.3240], [-3.3424, 2.7848, 1.1172], [-3.2600, 1.4949, 0.6175], [-4.1534, 0.9070, 0.4756], [-4.3006, 3.2227, 1.3643], [-0.2624, 3.7177, 1.2278], [0.1018, 1.4328, 0.3354], [-3.0985, -0.9767, -0.9615], [-3.5786, -2.0577, -0.6843], [-3.5048, -0.1567, -1.9372], [-2.9270, 0.6570, -2.1187], [-4.5885, -0.4431, -2.8609], [-4.3725, -1.7409, -3.6749], [-3.3970, -2.1756, -3.4630], [-4.4217, -1.5186, -4.7413], [-5.5125, -2.6756, -3.2692], [-5.7681, -3.3843, -4.0553], [-5.2280, -3.2249, -2.3723], [-6.6514, -1.7182, -2.9349], [-7.0783, -1.3041, -3.8505], [-7.4471, -2.1928, -2.3635], [-5.9390, -0.6276, -2.1417], [-5.7533, -0.9857, -1.1300], [-6.5028, 0.3026, -2.0879], [-4.6343, 0.4163, -3.5336], [-1.7940, -1.0818, 0.7200], [2.0859, 2.0996, 1.5742], [2.9302, 2.8897, 3.7486], [4.4675, 2.5295, 5.6214], [5.9218, 1.5379, 5.4170], [5.8767, 3.1834, 4.7906]],
  "atomic_forces_ev_per_a": [[0.040, 0.065, -0.026], [-0.037, -0.068, -0.013], [0.053, -0.012, 0.046], [0.154, -0.130, -0.187], [0.223, 0.315, 0.507], [-0.203, 0.093, -0.154], [-0.042, 0.052, 0.067], [0.094, -0.039, 0.043], [0.077, -0.079, -0.030], [-0.683, -0.100, -0.769], [0.191, 0.386, 0.340], [0.592, -0.032, 0.583], [-0.175, -0.530, -0.921], [0.541, 0.062, 0.377], [-0.452, 0.311, -0.580], [-0.083, -0.204, 0.146], [0.011, 0.098, 0.105], [0.267, -0.026, -0.322], [0.197, 0.128, -0.211], [-0.228, -0.014, 0.256], [0.131, -0.402, 0.052], [-0.004, 0.022, 0.276], [-0.409, 0.059, -0.117], [0.002, 0.029, 0.293], [-0.278, -0.019, -0.020], [0.345, -0.353, -0.219], [0.133, 0.077, 0.216], [0.201, -0.044, 0.083], [0.041, -0.073, -0.200], [-0.085, 0.002, 0.089], [0.096, 0.114, -0.175], [-0.314, -0.024, -0.068], [-0.037, 0.278, 0.256], [-0.190, 0.031, 0.090], [0.259, -0.242, -0.058], [-0.110, 0.535, 0.182], [-0.218, -0.189, -0.018], [0.231, -0.057, 0.051], [-0.124, -0.009, -0.025], [-0.127, -0.047, -0.007], [0.146, -0.002, -0.025], [0.057, 0.010, -0.045], [0.509, 0.532, 0.235], [-0.256, -0.506, 0.042], [-0.018, 0.347, -0.265], [-0.039, -0.155, 0.113], [-0.066, -0.194, 0.091], [-0.010, -0.109, 0.016], [0.064, 0.029, -0.063], [0.019, -0.003, -0.046], [-0.031, -0.039, -0.154], [-0.007, -0.083, 0.001], [-0.003, -0.048, -0.001], [0.044, -0.041, 0.132], [-0.078, -0.001, -0.055], [-0.102, 0.010, -0.032], [-0.112, 0.101, -0.099], [-0.011, 0.030, 0.031], [-0.001, 0.057, 0.058], [0.020, -0.069, 0.074], [-0.100, 0.010, -0.237], [-0.122, 0.034, -0.021], [-0.058, 0.067, 0.071], [-0.008, 0.018, 0.085], [0.034, -0.012, 0.079], [0.047, 0.055, 0.076]],
  "lowdin_charge": [-0.05, -0.28, -0.03, -0.03, -0.19, -0.03, -0.04, 0.11, 0.11, -0.31, 0.20, -0.18, 0.08, 0.10, -0.01, 0.14, 0.14, -0.43, 0.07, 0.00, -0.13, -0.49, -0.15, -0.18, -0.40, 1.07, 0.07, 0.11, 0.11, 0.13, 0.14, -0.15, -0.17, -0.04, -0.13, 0.06, -0.14, 0.00, 0.11, 0.10, 0.10, 0.06, -0.45, 0.08, 0.12, 0.12, -0.27, -0.13, 0.11, 0.11, -0.19, 0.11, 0.10, -0.19, 0.11, 0.11, -0.14, 0.11, 0.11, 0.15, 0.14, 0.10, 0.11, 0.08, 0.08, 0.09]
}



# 4
{
  "formula": "C4H14N2O2",
  "method": "ωB97M-V/def2-TZVPD",
  "gap_ev": 10.19,
  "energy_ha": -420.75423,
  "smiles": "CNCCNCO.O",
  "de_lowest_kj_mol": 133.6,
  "symbols": ["C", "N", "C", "O", "C", "N", "C", "H", "H", "H", "H", "H", "H", "H", "H", "H", "H", "H", "H", "H", "H", "O"],
  "xyz": [[0.7551, 0.0651, -1.3151], [-0.3192, -0.0683, -2.3197], [-1.3197, -1.0304, -2.0134], [-2.4078, -0.5482, -1.1632], [0.3424, 0.8443, -0.0621], [0.0285, -0.0380, 1.0493], [-0.3993, 0.5713, 2.2843], [1.5063, 0.6866, -1.8131], [1.0877, -0.9585, -1.1490], [-0.6715, 0.8144, -2.6264], [-1.7933, -1.3668, -2.9043], [-0.8787, -1.8395, -1.4568], [-2.0939, 0.2321, -0.6906], [1.1915, 1.4430, 0.3052], [-0.3629, 1.6604, -0.3003], [-0.6669, -0.7229, 0.7779], [-0.5208, -0.1759, 3.0789], [-1.3300, 1.1403, 2.2767], [0.3984, 1.2059, 2.6694], [1.8386, -0.9964, 1.6445], [2.9853, -0.1434, 1.5429], [2.6302, -0.7752, 2.1849]],
  "atomic_forces_ev_per_a": [[-1.084, 1.249, -1.135], [0.693, -0.924, 0.625], [-0.522, 1.169, 0.946], [0.188, 0.094, -0.215], [1.215, 0.235, 0.997], [-0.838, -0.627, -0.365], [0.394, 0.108, 1.079], [0.313, -0.504, 0.107], [0.426, 0.275, 0.436], [-0.316, 0.376, -0.287], [-0.461, -0.423, -0.669], [0.450, -0.564, -0.163], [-0.034, -0.126, -0.081], [0.160, -0.200, -0.180], [-0.511, -0.483, -0.091], [-0.041, -0.062, -0.161], [0.022, -0.143, -0.396], [-0.135, 0.203, -0.410], [0.026, 0.240, -0.144], [-0.064, -0.099, 0.843], [0.566, 0.079, 0.506], [-0.448, 0.128, -1.241]],
  "lowdin_charge": [-0.19, -0.06, -0.27, -0.08, -0.24, -0.16, -0.13, 0.11, 0.12, 0.11, 0.11, 0.11, 0.05, 0.11, 0.12, 0.10, 0.09, 0.08, 0.08, 0.01, 0.02, -0.09]
}